Entry 1:
The following is a DFT calculation (ωB97M-V/def2-TZVPD) of an isolated molecule of C18H16N8O2S at a distorted geometry.

XYZ file:
```
45
C18H16N8O2S | the Open Molecules 2025 dataset | ωB97M-V/def2-TZVPD
S 1.9136 2.0025 0.6913
O 2.2625 -2.7979 0.8884
O -1.4112 -0.7708 4.0977
N -2.1699 1.5479 -2.5589
N 0.3983 2.8547 -3.5928
N -0.5664 -2.9738 3.8824
N -0.4888 5.1086 -5.1664
N 2.3745 0.5600 1.3736
N 1.7911 -1.8834 2.8915
N -3.0727 3.1802 -4.0671
N -2.7306 4.2661 -4.6808
C 1.8250 -0.5153 0.8038
C 1.2991 3.6918 -4.2043
C -1.9073 -3.5854 3.9821
C 0.7080 1.0954 -0.3776
C 0.9379 -0.9331 3.7204
C 0.8906 4.8287 -4.8335
C -1.0482 -0.4457 -1.8129
C -0.4970 -1.5789 3.8402
C -0.8872 3.1739 -3.7966
C 1.8559 -3.2288 3.4375
C 1.9450 -1.8229 1.4748
C -1.1478 0.9830 -1.7609
C -0.0980 -1.1094 -1.0745
C -1.3847 4.2370 -4.6670
C -2.0496 2.6525 -3.4585
C 0.4964 -3.7963 3.2374
C 0.8151 -0.2962 -0.2938
C -0.2923 1.7096 -1.0661
H 1.3447 -0.7480 4.7294
H 2.2197 -3.0882 4.4979
H 0.2851 -3.9951 2.1756
H 0.5131 -4.7327 3.6164
H -2.9939 0.9623 -2.6634
H 2.3265 3.3593 -4.2536
H -2.6125 -2.9258 4.4494
H 2.6250 -3.8257 2.9056
H -2.2757 -3.5426 2.9291
H 1.6788 5.4331 -5.2039
H -0.1130 -2.1821 -1.0819
H 0.7665 0.0164 3.3052
H -1.8948 -4.5627 4.3984
H -0.5094 2.7578 -0.7881
H -1.7639 -1.0065 -2.5123
H 0.6422 1.9264 -3.4133
```

E_HOMO: -7.93 eV
charge: 0
HOMO-LUMO gap: 0.245 Ha
2S+1: 1
energy above the lowest of the compared OMol25 structures with the same formula, charge and spin: 172.3 kJ/mol
SMILES: CN1CCN(C(=O)c2nsc3cc(Nc4nnc5ncc[nH]c4-5)ccc23)CC1=O



Entry 2:
The following is a DFT calculation (ωB97M-V/def2-TZVPD) of a structure of composition C13H13BrF2O4S at a distorted geometry.

XYZ file:
```
34
C13H13BrF2O4S | the Open Molecules 2025 dataset | ωB97M-V/def2-TZVPD
Br 0.5318 4.2895 0.0430
S -2.2279 3.0908 -0.2528
F 2.9318 0.1025 1.7734
F -2.5582 3.0273 1.4156
O -2.3544 4.5356 -0.6637
O 0.0520 2.1346 -1.7078
O 2.0790 1.2115 -2.3299
O -3.1865 2.1880 -0.9579
C 1.3464 1.1091 0.1746
C -2.0123 -2.0787 -1.3327
C -2.9665 -2.5117 -0.1952
C 1.2893 1.4180 -1.3962
C 2.8135 -1.1019 -0.3593
C -1.1236 -0.8029 -1.0969
C 1.9828 -0.2550 0.7144
C 3.3626 -2.4215 0.4361
C -3.0398 -1.6530 1.0970
C -1.1703 0.0343 0.2186
C -0.4297 2.6175 -0.4409
C -2.1667 -0.3853 1.3312
C -0.2337 1.3179 0.4932
H 2.1206 -1.3674 -1.2267
H -1.9279 -2.6688 -2.3113
H -0.4346 -0.5269 -1.9640
H -0.4652 1.5617 1.5854
H 2.0700 1.9057 0.5670
H -2.2722 0.2096 2.3095
H -3.6044 -3.4460 -0.3048
H 2.6587 -2.5533 1.3434
H 4.4223 -2.1751 0.8226
H 3.3469 -3.3634 -0.2043
H -3.7814 -2.0061 1.8982
H 3.7294 -0.4937 -0.6846
H 1.2182 -0.9428 1.2057
```

E_HOMO: -9.45 eV
charge: 0
HOMO-LUMO gap: 0.324 Ha
2S+1: 1



Entry 3:
The following is a DFT calculation (ωB97M-V/def2-TZVPD) of a cluster of 8 separate species, C16H48O16 in total at a distorted geometry.

XYZ file:
```
80
C16H48O16 | the Open Molecules 2025 dataset | ωB97M-V/def2-TZVPD
O 0.8160 0.2395 -0.2565
O 3.7557 0.6056 5.0025
O -5.7341 3.6112 -0.1069
O -4.6706 0.8667 -0.6152
O 1.7148 2.2684 -2.3880
O 0.9195 -0.3311 4.8771
O -1.9274 -3.2923 4.1734
O 1.7860 -2.8574 0.2951
O -1.2975 -4.3660 -0.8216
O 3.1480 -0.5097 -3.5649
O 3.4039 -3.1060 -4.6376
O -0.2525 0.2095 -2.7767
O -0.9005 1.6477 2.5760
O -2.9860 -1.0486 2.5412
O 3.4457 3.8709 -4.0295
O -1.0705 2.7314 -1.9514
C -1.6245 0.5539 -2.8693
C 2.4531 -1.6265 -2.9857
C -2.0558 -2.0224 2.1044
C -5.3858 2.6625 0.8951
C 2.0346 -1.0921 5.3022
C 2.5468 3.2882 -1.8460
C 2.7786 4.3613 -2.8762
C -1.1840 -2.4656 3.2559
C -0.0641 1.1281 0.4389
C -4.2693 1.8182 0.3496
C -1.8251 2.0691 -2.9428
C -0.1747 -3.5396 -1.0158
C 3.3273 -2.8353 -3.2541
C 0.8217 -3.8697 0.0963
C 3.3317 -0.6896 4.6391
C 0.1460 0.9288 1.9099
H 0.4073 0.0311 -1.1101
H 2.8901 -3.6835 -2.7200
H -6.2623 2.0984 1.2360
H 2.1864 -0.9626 6.3861
H 2.1507 3.7274 -0.9202
H -6.6421 3.9138 -0.0197
H -2.3562 -2.7075 4.8036
H -2.5855 -2.9469 1.8314
H 1.8184 -2.1553 5.2007
H 3.5186 2.8675 -1.5510
H 1.3140 -4.8230 -0.0746
H -3.5358 2.5494 -0.0205
H -2.0837 0.1204 -3.7700
H -3.2310 -0.4789 1.8094
H 1.1039 1.3573 2.2356
H -5.0304 3.1616 1.8095
H 0.1996 -3.9735 0.9967
H 3.4281 5.1165 -2.4351
H -5.2029 1.3646 -1.2476
H 3.5392 -2.2491 -5.0587
H 2.5889 0.0232 -4.1337
H -2.1792 0.1168 -2.0386
H 0.3217 -3.6869 -1.9838
H -0.8163 -1.6498 3.8836
H 1.5265 -1.8466 -3.5233
H -0.4358 -2.4755 -0.9201
H -0.3732 -3.0766 2.8602
H 3.1525 1.2276 4.5850
H 4.1063 -1.4224 4.8772
H -1.1058 0.8807 0.2257
H 3.2456 -0.8048 3.5456
H 1.6816 1.5328 -1.7603
H -1.4449 -1.6865 1.2605
H 0.1781 2.1595 0.1872
H -2.8737 2.3160 -2.7890
H 2.3207 -1.4773 -1.9154
H 0.1497 0.4389 -3.6203
H 1.3833 -1.9882 0.4098
H 0.9709 0.5589 5.2359
H -3.7937 1.2592 1.1534
H -0.7558 1.5786 3.5223
H -1.9847 -4.1171 -1.4454
H -1.4802 2.4179 -3.9279
H 1.8198 4.8178 -3.1505
H 4.3390 -2.6854 -2.8616
H 2.7883 3.4374 -4.5788
H -0.1273 2.7464 -2.1733
H 0.1645 -0.1315 2.1759
```

E_HOMO: -9.88 eV
charge: 0
HOMO-LUMO gap: 0.364 Ha
2S+1: 1
energy above the lowest of the compared OMol25 structures with the same formula, charge and spin: 90.2 kJ/mol
SMILES: OCCO.OCCO.OCCO.OCCO.OCCO.OCCO.OCCO.OCCO



Entry 4:
The following is a DFT calculation (ωB97M-V/def2-TZVPD) of a structure of composition C8H18ClI2MnNO2P at a distorted geometry.

XYZ file:
```
34
C8H18ClI2MnNO2P | the Open Molecules 2025 dataset | ωB97M-V/def2-TZVPD
I -0.0078 2.6480 -0.5394
I -0.0078 -2.8133 -0.5785
Mn 0.1482 -0.0818 -0.5642
Cl 2.5567 -0.0689 -0.6414
P 0.2962 -0.0799 -2.9426
O 0.2262 -0.1534 1.3795
O -2.8549 -0.0837 -0.4670
N 0.2086 -0.1393 3.6154
C -1.3206 -0.0969 -3.7912
C 1.4433 -0.9170 3.6239
C 1.2053 -1.4976 -3.6418
C -1.6436 1.0129 2.3449
C 1.1839 1.3480 -3.6483
C -0.3911 0.2374 4.8894
C -1.7010 -0.0834 -0.5042
C -0.3564 0.2110 2.4075
H 0.1960 -0.1347 5.7551
H 1.3791 1.1655 -4.7102
H -0.4366 1.3438 4.9758
H -1.4961 1.9486 1.7802
H 0.5934 2.2566 -3.5221
H -2.0347 1.3146 3.3330
H 0.6155 -2.4091 -3.5343
H 2.1373 -1.6144 -3.0832
H 2.2477 -0.3549 3.1029
H -1.8710 -0.9924 -3.4889
H -1.1913 -0.0981 -4.8780
H -2.4478 0.4080 1.8941
H 1.2815 -1.8871 3.1061
H -1.4103 -0.1964 4.9727
H 1.7974 -1.1390 4.6526
H -1.8911 0.7874 -3.4937
H 1.4195 -1.3054 -4.6982
H 2.1263 1.4650 -3.1071
```

E_HOMO (alpha / beta): -16.13 / -15.89 eV
charge: +2
HOMO-LUMO gap (alpha / beta): 0.216 / 0.165 Ha
<S²>: 6.316
2S+1: 5



Entry 5:
The following is a DFT calculation (ωB97M-V/def2-TZVPD) of a structure of composition C36H57CsN9O12 at a distorted geometry.

XYZ file:
```
115
C36H57CsN9O12 | the Open Molecules 2025 dataset | ωB97M-V/def2-TZVPD
Cs 0.6601 -1.0461 0.1473
O -2.0308 1.7604 2.0109
O 7.5352 -0.1740 2.3762
O -1.3799 0.4344 -1.5371
O 2.1164 0.5706 -2.0653
O 1.3163 0.8607 2.3397
O 5.9977 -1.4412 1.6278
O -2.2677 -2.5070 -0.9969
O -0.7478 -0.9067 -3.1059
O -3.0354 3.6685 1.9160
O 2.9762 -3.0755 -0.4621
O -0.5414 3.8593 -2.8413
O -1.1636 -2.0077 2.3452
N 2.4129 -1.3574 -3.2019
N -1.3644 0.0662 -2.7396
N -2.5979 -4.6160 -0.0535
N 5.2200 -2.8265 -0.7969
N 2.7154 2.6345 2.0452
N -2.1798 4.2903 -1.3426
N 6.4636 -0.7234 2.4642
N -2.9856 2.4936 1.6734
N -3.0295 -1.4772 3.4049
C 5.6307 0.0795 5.9992
C 2.1588 -0.0346 -3.1629
C 0.9700 2.8109 3.6763
C -1.0021 -0.4737 4.2761
C -3.8586 -2.5082 2.7635
C -3.1230 4.5979 -2.4246
C 4.1310 -3.3934 -0.2582
C 4.3668 -4.5666 0.6949
C 0.2321 3.9179 -0.6466
C 2.4254 -2.0037 -4.5017
C -4.1230 1.8867 0.9178
C 4.2164 -0.0738 5.9236
C -2.1444 0.8068 -3.6985
C -3.0057 -3.4411 -0.7025
C 1.6905 0.7129 -4.4261
C -6.3047 0.8990 -0.4099
C 5.1911 -1.5907 -1.5833
C -4.1812 0.4666 0.7299
C 1.7057 1.9885 2.6798
C -4.4084 -3.4630 -1.2705
C 5.7158 -0.4404 3.6910
C -5.3072 0.0125 0.0522
C -3.6188 1.9871 -5.7322
C -1.6846 -1.3728 3.2384
C -0.8770 4.0646 -1.6791
C -1.5365 1.7960 -4.4742
C -1.1848 -4.8370 0.3739
C 3.5900 -0.5097 4.7829
C 3.4727 2.0164 0.9520
C -2.3116 2.3709 -5.4540
C -6.2025 2.2537 -0.2132
C -5.0576 2.7710 0.4700
C 6.4371 -0.0890 4.8692
C -4.1963 1.0962 -4.8322
C 4.3602 -0.6933 3.6346
C -3.5248 0.5696 -3.7924
H 3.6775 -5.4021 0.4669
H 0.6532 0.5484 -4.5891
H -4.9767 3.8517 0.5299
H 3.7658 1.0042 1.1378
H -3.9646 5.1588 -1.9506
H 1.9361 1.7510 -4.2768
H -3.9061 -0.1438 -3.0651
H 0.1628 3.3100 3.0618
H -5.0506 -4.1264 -0.6793
H 4.0268 -4.2709 1.7115
H -0.4782 -4.3412 -0.2641
H 2.5966 -1.8332 -2.3217
H 0.5244 2.1459 4.4094
H -4.4230 -3.8522 -2.2916
H -5.2610 0.7457 -5.0861
H 6.1407 0.4164 6.9372
H -0.0696 3.3170 0.2461
H 4.1875 -1.2646 -1.4395
H -3.5142 3.6287 -2.7116
H 0.7981 4.8149 -0.3452
H 2.9714 2.1196 -0.0281
H -4.9144 -2.2273 2.8469
H -0.8791 -5.9107 0.4380
H -4.1654 2.4043 -6.6109
H -0.5275 2.1608 -4.2286
H 1.6125 -1.6016 -5.1020
H 3.0074 3.5739 2.4128
H 2.2507 0.5139 -5.3422
H -5.4733 -1.0466 -0.1777
H -1.8727 3.2213 -5.9582
H 5.4006 -4.7794 0.7333
H -3.3831 -0.1347 1.0741
H 5.9270 -0.9258 -1.1332
H 2.5803 -0.8172 4.7709
H 5.3853 -1.7575 -2.6204
H -3.6830 -2.5057 1.6928
H -2.5550 5.1473 -3.2697
H -1.0344 -4.3267 1.3422
H -1.5784 0.4346 4.4038
H 6.1453 -3.2615 -0.5450
H 3.8418 -0.8728 2.7228
H -6.8507 2.9549 -0.6734
H 4.4192 2.5946 0.7803
H 3.3237 -1.8852 -5.0993
H -4.6982 -2.3771 -1.2590
H 3.7261 -0.0794 6.8976
H -3.4960 -0.9431 4.0900
H -3.6994 -3.5121 3.1641
H 1.6066 3.5850 4.1659
H 2.3733 -3.0873 -4.5384
H 1.0041 3.2638 -1.1355
H -7.2024 0.6144 -0.9335
H -0.9410 -1.0601 5.2616
H -0.0144 -0.2053 3.9070
H -3.3131 -5.2874 0.2485
H -2.3376 4.4271 -0.3696
H 7.4866 0.0368 4.9214
```

E_HOMO: -11.24 eV
charge: +1
HOMO-LUMO gap: 0.317 Ha
2S+1: 1
energy above the lowest of the compared OMol25 structures with the same formula, charge and spin: 0.0 kJ/mol



Entry 6:
The following is a DFT calculation (ωB97M-V/def2-TZVPD) of a structure of composition C11H19I2N2O2S at a distorted geometry.

XYZ file:
```
37
C11H19I2N2O2S | the Open Molecules 2025 dataset | ωB97M-V/def2-TZVPD
I -0.8773 -1.7418 -2.9911
I -0.5358 -4.7391 -1.0261
S -1.6996 1.6036 -1.5458
O -1.0447 1.7069 2.1609
O -0.7661 2.5788 1.0520
N 0.8106 0.8565 -1.8687
N -1.9903 -0.0979 0.2750
C -0.5970 -0.3609 -0.1315
C 3.2363 -0.0243 0.7334
C 2.5689 -0.4338 -0.5947
C -0.4674 -2.8148 -0.1846
C 0.2935 2.0255 0.2972
C 2.2437 0.7466 -1.5189
C -0.1017 0.9556 -0.7491
C -2.6465 0.8060 -0.3973
C -0.2340 -2.8590 1.3082
C -4.0705 1.0822 -0.1008
C -0.5913 -1.6782 -0.9086
H -4.4914 0.2538 0.4630
H -0.9454 -2.2622 1.8750
H 2.6588 1.6725 -1.1126
H -0.3101 -3.8699 1.6858
H 1.7030 -1.0661 -0.4224
H -2.4119 -0.6324 1.0171
H 3.2836 -1.0676 -1.1125
H 0.7064 1.7062 -2.4111
H 1.0311 1.6337 0.9982
H -0.0024 -0.5104 0.7660
H 4.3158 -0.0372 0.6048
H -4.6597 1.2524 -0.9938
H 3.0031 -0.7222 1.5310
H -4.1087 1.9600 0.5437
H 0.7560 2.8512 -0.2400
H 2.7599 0.5914 -2.4632
H 2.9873 0.9933 1.0232
H -0.5693 2.1317 2.8881
H 0.7633 -2.4903 1.5502
```

E_HOMO: -11.58 eV
charge: +1
HOMO-LUMO gap: 0.296 Ha
2S+1: 1



Entry 7:
The following is a DFT calculation (ωB97M-V/def2-TZVPD) of the ion C19H33N2O2 with charge +1.

XYZ file:
```
56
C19H33N2O2 | the Open Molecules 2025 dataset | ωB97M-V/def2-TZVPD
O 1.6676 0.4458 -0.7379
O -0.5509 0.2989 -1.0145
N -2.8436 -0.4943 0.1126
N -0.6524 -2.0777 0.2261
C 0.5525 -1.2763 0.4378
C 3.2163 -3.4107 -1.1909
C 1.7635 1.5980 -1.5927
C 3.9062 -2.9406 1.0562
C 1.4740 2.8832 -0.8234
C -3.6757 -1.4481 -0.6568
C 2.7534 -2.2007 1.2578
C -2.4832 -1.0079 1.4503
C 1.8874 4.2755 1.2109
C -3.3966 0.8835 0.1675
C 3.8394 3.3860 -0.0749
C -4.7578 0.9904 0.8346
C -1.5534 -2.2342 1.3490
C 1.8263 -2.0629 0.2353
C 4.1385 -3.5466 -0.1662
C -3.8854 -0.9995 -2.0940
C 2.0646 -2.6716 -0.9921
C 0.5008 -0.0848 -0.5261
C 2.4074 3.1086 0.3737
H 2.5246 4.4344 2.0765
H 3.3951 -3.8779 -2.1471
H -3.4493 1.2575 -0.8547
H 1.0571 1.4841 -2.4203
H -2.9367 -0.7234 -2.5478
H 4.2697 2.5291 -0.5862
H 0.8748 4.0870 1.5626
H 1.5650 3.7173 -1.5203
H -0.3934 -2.9737 -0.1671
H -2.1450 -3.1372 1.1917
H -3.3825 -1.2743 2.0071
H 4.4629 3.6064 0.7875
H -3.1460 -2.3998 -0.6630
H 2.4050 2.2029 0.9919
H 1.3487 -2.5593 -1.7951
H 2.7851 1.5784 -1.9705
H -5.5222 0.4486 0.2857
H -4.3059 -1.8227 -2.6645
H -1.0353 -2.3494 2.3118
H -1.9134 -0.4018 -0.4087
H 5.0373 -4.1224 -0.3221
H -4.6305 -1.5830 -0.1452
H 0.5511 -0.8516 1.4515
H 2.5787 -1.7284 2.2138
H 1.8803 5.1887 0.6208
H -1.9707 -0.2029 1.9806
H 0.4385 2.8517 -0.4744
H -5.0497 2.0367 0.8561
H 3.8685 4.2431 -0.7436
H -4.5737 -0.1630 -2.1699
H -4.7360 0.6328 1.8601
H -2.6734 1.5007 0.7040
H 4.6226 -3.0426 1.8565
```

E_HOMO: -11.92 eV
charge: +1
HOMO-LUMO gap: 0.362 Ha
2S+1: 1
energy above the lowest of the compared OMol25 structures with the same formula, charge and spin: 9.7 kJ/mol
SMILES: CC[NH+](CC)CCN[C@H](C(=O)OCCC(C)C)c1ccccc1



Entry 8:
The following is a DFT calculation (ωB97M-V/def2-TZVPD) of a cluster of 2 separate species, C8H10OS in total at a distorted geometry.

XYZ file:
```
20
C8H10OS | the Open Molecules 2025 dataset | ωB97M-V/def2-TZVPD
S 1.8268 -1.2949 0.1513
O -0.8434 0.9995 1.7381
C -0.4700 0.0422 -0.4210
C 3.0232 0.9586 0.1378
C -1.6538 0.6404 -1.0055
C 0.9276 0.1137 -0.3236
C -2.4048 -1.4170 0.2777
C -1.5690 -0.8653 -0.7987
C 1.7209 1.2800 -0.3045
C 3.2217 -0.3599 0.4069
H -1.5190 -1.5064 -1.6806
H 0.1104 0.7933 1.8113
H -2.0837 -2.4552 0.5705
H -3.4068 -1.5393 0.0306
H 1.2073 2.1970 -0.3715
H -2.2857 -0.8499 1.1797
H -1.4907 1.0388 -1.9852
H 3.6427 1.8190 0.3082
H -2.1928 1.1844 -0.3039
H 4.2390 -0.7789 0.5823
```

E_HOMO: -8.24 eV
charge: 0
HOMO-LUMO gap: 0.258 Ha
2S+1: 1
energy above the lowest of the compared OMol25 structures with the same formula, charge and spin: 368.7 kJ/mol